A molecular structure, C48H72ClO8RbTe, computed with ωB97M-V/def2-TZVPD.

Summary:
Net charge = -2
E_tot = -87803.0032 eV
M = 1025.6 u
Orbital gap = 5.878 eV
LUMO = 3.72 eV
ΔE to the lowest compared entry with this formula, charge and spin = 0.0 kcal/mol

Last column: Mulliken charge in e.
Positions of all 131 atoms, in Å:
Rb 1.22479 0.18372 -3.67015  -1.077
C 4.49841 0.69867 -1.43899  -1.175
O 3.08692 0.56627 -1.31926  0.748
C 2.68420 0.48035 0.00783  -0.432
C 2.22816 1.63100 0.65946  0.592
C 2.07546 2.99336 -0.00366  -0.987
C 0.62075 3.40106 -0.06351  0.277
C 0.05472 4.21172 0.90910  -0.529
C -1.31582 4.46770 0.96361  -0.281
C -2.10410 3.82290 0.00596  -0.640
C -1.58191 3.00260 -0.97933  -0.430
C -2.48193 2.16084 -1.85638  -1.040
C -2.65298 0.77858 -1.24175  0.506
C -3.27162 0.66248 -0.00800  -0.581
C -3.35567 -0.54922 0.67288  0.640
C -2.74464 -1.65075 0.08992  -0.420
C -2.14112 -1.59092 -1.16543  0.090
C -1.50148 -2.84782 -1.73539  -1.164
C -0.36206 -3.31935 -0.86139  -0.348
C -0.55517 -4.27199 0.12344  -0.566
C 0.42673 -4.62136 1.05653  -0.082
C 1.63626 -3.92970 0.97164  -0.480
C 1.87114 -2.96662 0.00056  -0.289
C 3.09662 -2.07875 0.03510  -1.222
C 2.74529 -0.74271 0.67563  0.396
C 2.39595 -0.77879 2.02301  -0.483
C 1.94899 0.33946 2.70825  0.457
C 1.85158 1.52644 1.99191  -0.460
C 1.50958 0.28924 4.17042  2.396
C -0.00502 0.51794 4.22462  -1.813
C 1.81125 -1.06217 4.82054  -2.170
C 2.22428 1.37967 4.97837  -1.857
C 0.89599 -2.66868 -0.98354  0.238
O 1.13804 -1.79924 -1.90105  0.751
C 0.12615 -5.66718 2.12807  2.192
C -0.24269 -7.00648 1.47355  -1.922
C -1.05149 -5.19902 2.99675  -1.474
C 1.32240 -5.90756 3.05007  -2.140
C -2.14346 -0.37751 -1.84445  0.321
O -1.64043 -0.30669 -3.12587  0.860
C -2.64691 -0.24140 -4.13579  -1.063
C -4.12309 -0.62602 1.99400  2.451
C -3.93672 -1.97509 2.68914  -2.208
C -3.65820 0.47586 2.95413  -1.527
C -5.61906 -0.42905 1.70640  -2.012
C -0.17412 2.82186 -1.08698  -0.274
O 0.37155 2.12600 -2.02366  0.485
C -1.96628 5.35682 2.02163  2.345
C -0.94037 5.94642 2.99084  -2.117
C -2.70533 6.52203 1.34770  -1.871
C -2.97435 4.54045 2.84527  -1.411
H 5.01054 -0.13788 -0.95427  0.375
H 4.83479 1.63677 -0.98370  0.354
H 4.72937 0.69565 -2.50286  0.166
H 2.50172 2.98262 -1.00326  0.127
H 2.63007 3.72419 0.59342  0.661
H 0.71750 4.64545 1.65204  0.472
H -3.18551 3.94782 0.03442  0.401
H -2.05094 2.06943 -2.85170  0.127
H -3.45962 2.64308 -1.94984  0.675
H -3.67296 1.56673 0.43782  0.283
H -2.72441 -2.60372 0.60418  0.217
H -1.14900 -2.63934 -2.74304  0.125
H -2.25857 -3.63526 -1.80089  0.629
H -1.52965 -4.75591 0.17146  0.385
H 2.42555 -4.12086 1.69284  0.474
H 3.49523 -1.93889 -0.96687  0.298
H 3.87387 -2.55612 0.64011  0.602
H 2.44092 -1.74206 2.51525  0.413
H 1.46552 2.42142 2.46947  0.305
H -0.51258 -0.27627 3.67476  0.299
H -0.28204 1.46774 3.76254  0.191
H -0.36452 0.51174 5.25903  0.420
H 1.27877 -1.87352 4.32062  0.235
H 1.49051 -1.04318 5.86576  0.431
H 2.88024 -1.28648 4.79497  0.465
H 2.01269 2.37403 4.58390  0.257
H 3.30613 1.22920 4.94996  0.379
H 1.89678 1.35227 6.02230  0.465
H -1.10907 -6.89895 0.81941  0.297
H -0.47876 -7.75903 2.23406  0.477
H 0.58839 -7.37172 0.86644  0.389
H -1.94684 -5.03685 2.39409  0.319
H -0.80783 -4.25347 3.48678  0.094
H -1.28824 -5.94074 3.76781  0.509
H 2.19167 -6.25573 2.48825  0.407
H 1.06645 -6.66925 3.79246  0.460
H 1.60239 -4.99672 3.58387  0.272
H -3.60125 0.07766 -3.71020  0.416
H -2.76995 -1.22507 -4.59824  0.212
H -2.32102 0.45565 -4.90598  0.174
H -2.88344 -2.17317 2.89919  0.331
H -4.32219 -2.79630 2.08124  0.403
H -4.48046 -1.97427 3.63793  0.498
H -2.59850 0.36956 3.18124  -0.027
H -4.22223 0.41992 3.89062  0.540
H -3.80394 1.47037 2.53175  0.352
H -5.98410 -1.20662 1.03117  0.388
H -5.79922 0.53759 1.23214  0.330
H -6.19830 -0.47167 2.63455  0.449
H -0.20320 6.55696 2.46544  0.407
H -0.41013 5.16066 3.53354  0.284
H -1.44882 6.57970 3.72376  0.439
H -2.00490 7.13298 0.77437  0.417
H -3.19469 7.15701 2.09478  0.457
H -3.46726 6.15585 0.65799  0.281
H -2.47169 3.70966 3.34569  0.081
H -3.75465 4.12014 2.20817  0.292
H -3.45565 5.16725 3.60428  0.532
O 0.02121 3.03971 -4.66539  -0.790
H -0.04282 2.69613 -3.74548  0.016
H -0.11531 2.28059 -5.25644  0.307
O 2.94738 2.70385 -3.79871  -0.708
H 2.11889 3.08226 -4.14131  0.483
H 2.66414 2.29254 -2.96835  -0.014
O 0.84037 -2.69866 -4.71330  -0.796
H 0.44843 -1.99746 -5.26593  0.296
H 0.70382 -2.45682 -3.77681  0.050
O 3.56524 -1.63413 -3.62821  -0.771
H 3.00929 -2.13796 -4.24352  0.406
H 3.00003 -1.59270 -2.83469  0.076
Cl -0.06942 -0.00140 -6.66212  -0.710
C 5.51525 1.19806 -6.69916  -1.121
Te 3.39460 1.01516 -6.92536  0.552
C 3.54592 -0.43312 -8.47574  -0.994
H 5.94829 0.23448 -6.43379  0.321
H 5.67629 1.89236 -5.87434  0.270
H 5.99310 1.58917 -7.59619  0.356
H 3.80499 0.02447 -9.42839  0.302
H 2.56782 -0.90749 -8.54417  0.270
H 4.29038 -1.17854 -8.19945  0.288

=====

A molecular structure, C30H40N8O5PSTi, computed with ωB97M-V/def2-TZVPD.

Summary:
Net charge = +1
E_tot = -97155.5836 eV
M = 703.6 u
Orbital gap (spin up / spin down) = 5.472 / 5.485 eV
LUMO (spin up / spin down) = -2.76 / -2.76 eV
ΔE to the lowest compared entry with this formula, charge and spin = 0.0 kcal/mol

Last column: Mulliken charge in e.
Positions of all 86 atoms, in Å:
Ti 0.40571 -0.19447 1.03967  -0.170
C 0.32551 3.06346 -2.02661  -1.102
C -0.54208 3.99776 -1.46827  -1.000
C -1.08714 3.75313 -0.22598  -0.405
C -0.73729 2.58872 0.45321  0.613
N 0.12982 1.70106 -0.07793  0.777
C 0.62365 1.92765 -1.30354  -0.649
C -1.24388 2.19698 1.76147  -0.129
C -2.21014 2.86917 2.48058  -0.464
C -2.56558 2.40182 3.74469  -1.393
C -1.88036 1.32628 4.27480  -0.773
C -0.89849 0.69378 3.52020  0.563
N -0.64455 1.07016 2.23547  1.485
C 0.01736 -0.31739 4.00672  0.350
C -0.00352 -0.85673 5.29504  -0.981
C 0.97832 -1.74235 5.67081  -0.611
C 1.97772 -2.08152 4.75548  -1.217
C 1.92506 -1.54429 3.49152  0.008
N 0.96410 -0.68566 3.10334  0.446
H 0.75710 3.21333 -3.00580  0.553
H -0.79637 4.90008 -2.00790  0.444
H -1.77116 4.45903 0.22244  0.435
H 1.26870 1.15957 -1.70196  0.707
H -2.67890 3.75389 2.07449  0.466
H -3.33056 2.90521 4.31767  0.456
H -2.08651 0.99225 5.28160  0.446
H -0.77700 -0.56532 5.99047  0.422
H 0.98480 -2.16050 6.66827  0.475
H 2.77890 -2.75485 5.02210  0.450
H 2.66222 -1.79698 2.74309  0.306
O -1.94907 -3.64407 2.38570  -0.544
C -0.93820 -2.98423 1.84545  0.296
O -0.98758 -1.78979 1.61831  0.275
C 0.23446 -3.87409 1.52750  -0.940
O 1.32898 -3.12371 1.08760  -0.245
C 1.71239 -3.32560 -0.26927  -1.086
C 1.15806 -2.27557 -1.23240  0.938
O 1.18741 -2.52075 -2.42513  -0.684
O 0.76778 -1.16814 -0.70272  0.186
H -2.67885 -3.02783 2.55687  0.466
H -0.09962 -4.60484 0.78272  0.416
H 0.49126 -4.43089 2.43317  0.444
H 1.43605 -4.32005 -0.62174  0.549
H 2.80106 -3.24845 -0.30847  0.180
C -3.89571 -0.04664 -3.31536  -0.922
N -3.36072 -1.35060 -2.93526  0.207
C -4.36977 -2.05576 -2.15170  -0.968
N -4.83026 -1.31500 -0.97674  0.135
C -5.31925 -0.00924 -1.41645  -0.909
N -4.34100 0.76102 -2.18010  0.160
C -3.21527 1.17000 -1.34523  -1.292
P -2.26541 -0.26080 -0.61707  2.654
C -2.10335 -1.22157 -2.20310  -1.633
C -3.76419 -1.17634 0.01030  -1.315
H -4.75371 -0.20845 -3.97065  0.302
H -3.13440 0.50489 -3.87044  0.386
H -3.96725 -3.01955 -1.83279  0.368
H -5.23341 -2.23812 -2.79403  0.295
H -5.63003 0.56957 -0.54410  0.413
H -6.19148 -0.17270 -2.05210  0.329
H -3.58427 1.80276 -0.53222  0.379
H -2.53026 1.77944 -1.94170  0.408
H -1.70986 -2.21663 -1.97865  0.388
H -1.35478 -0.74043 -2.83730  0.369
H -4.15461 -0.65878 0.89238  0.402
H -3.45266 -2.17661 0.32947  0.295
C 4.30011 3.43900 -2.07801  -0.780
C 5.31043 2.58388 -1.32519  -0.696
N 4.68675 1.82651 -0.24007  -0.162
C 3.78762 0.84265 -0.29055  0.701
S 2.95467 0.52140 1.18524  -0.704
N 3.55507 0.14630 -1.40339  0.348
C 4.44334 -0.00362 -2.56582  -0.392
C 3.98661 -1.16690 -3.42518  -1.519
H 4.79476 3.98140 -2.88366  0.387
H 3.82440 4.16098 -1.41404  0.355
H 3.51544 2.81880 -2.51395  0.053
H 6.06000 3.21633 -0.85238  0.465
H 5.84763 1.92216 -1.99981  0.216
H 4.73727 2.24295 0.67700  0.302
H 2.80351 -0.52227 -1.32327  -0.587
H 5.45901 -0.18430 -2.20630  0.384
H 4.44965 0.91394 -3.15723  0.366
H 3.98637 -2.09829 -2.85987  0.303
H 4.66998 -1.28000 -4.26592  0.430
H 2.97948 -1.01666 -3.80743  0.319

=====

9 unconnected molecules or ions with the total composition H18O9 at a distorted geometry, computed with ωB97M-V/def2-TZVPD.

Summary:
Net charge = 0
E_tot = -18720.1613 eV
M = 162.1 u
Orbital gap = 10.526 eV
SMILES = O.O.O.O.O.O.O.O.O
LUMO = -0.01 eV
ΔE to the lowest compared entry with this formula, charge and spin = 45.5 kcal/mol

Last column: Mulliken charge in e.
Positions of all 27 atoms, in Å:
O -7.05600 -15.29300 -26.45600  -0.732
H -6.15500 -15.04500 -26.82600  0.325
H -7.80500 -14.90500 -26.90000  0.337
O -6.34400 -12.70700 -28.73600  -0.662
H -7.12000 -12.76500 -28.18100  0.365
H -6.21400 -11.75900 -28.89400  0.296
O -8.31700 -15.87300 -24.14300  -0.619
H -8.07900 -15.60900 -25.05100  0.401
H -8.76700 -16.69500 -24.25200  0.289
O -12.50200 -15.30300 -25.80700  -0.639
H -11.66300 -15.76000 -26.07000  0.315
H -12.85400 -15.96000 -25.23500  0.278
O -9.71900 -14.48500 -26.40800  -0.664
H -9.50500 -13.64000 -26.85600  0.306
H -10.19000 -14.19100 -25.60300  0.393
O -10.71100 -11.00800 -27.03700  -0.663
H -11.33700 -11.67800 -26.87900  0.342
H -11.18100 -10.25200 -27.35700  0.305
O -10.89600 -12.93800 -24.32800  -0.619
H -11.78900 -12.71000 -24.45600  0.287
H -10.80800 -13.64700 -23.66500  0.300
O -8.31000 -12.17200 -26.86500  -0.655
H -8.21400 -12.21000 -25.91900  0.293
H -9.20200 -11.78200 -26.90600  0.445
O -12.83200 -12.72100 -26.82600  -0.658
H -13.56800 -12.63700 -26.25000  0.276
H -12.60000 -13.64100 -26.83100  0.358